Entry 1:
# C9H9I2InNO4RuS

A molecular structure, C9H9I2InNO4RuS at a distorted geometry (ωB97M-V/def2-TZVPD, the OMol25 dataset).

Geometry as ORCA input:
```
! wB97M-V def2-TZVPD RIJCOSX def2/J DEFGRID3
* xyz 4 6
I 2.491 -2.274 1.879
I 2.717 1.841 1.263
In -0.245 1.267 1.787
Ru -0.187 -1.293 1.458
S 1.289 -0.446 -0.223
C -1.391 -2.211 0.397
C -1.117 -1.584 3.020
C 0.621 -0.117 -1.893
C 1.475 0.982 -2.525
C -0.804 0.348 -1.842
C 0.808 -1.479 -2.567
C -1.410 2.080 3.931
C -2.078 2.293 0.616
O -1.653 -1.765 4.048
O -2.116 -2.849 -0.258
O -2.063 2.425 4.803
O -3.066 2.797 0.331
H 1.108 1.158 -3.549
H 2.539 0.704 -2.598
H 1.388 1.927 -1.971
H -1.133 0.513 -2.870
H -0.910 1.282 -1.306
H -1.443 -0.380 -1.369
H 0.515 -1.403 -3.625
H 0.186 -2.218 -2.043
H 1.862 -1.785 -2.488
N 1.666 0.075 4.264
C 0.948 0.111 3.330
*
```

Output
Largest force on an atom   9.4 eV/Å
Highest occupied orbital energy (spin up / spin down)   -23.8 / -24.0 eV
Expectation value of S²   8.78
Electronic energy   -1980.6250 Eh
LUMO (spin up / spin down)   -16.9 / -19.2 eV

---

Entry 2:
# C9H9N

A single C9H9N molecule at a distorted geometry (ωB97M-V/def2-TZVPD, the OMol25 dataset).

Geometry as ORCA input:
```
! wB97M-V def2-TZVPD RIJCOSX def2/J DEFGRID3
* xyz 0 1
C -2.635 2.465 2.530
C -2.420 1.341 1.699
C -1.234 0.652 0.908
N -1.079 -0.437 0.130
C 0.130 -0.681 -0.463
C 0.901 0.307 -1.083
C 2.071 -0.032 -1.732
C 2.498 -1.350 -1.766
C 1.729 -2.338 -1.169
C 0.547 -2.015 -0.537
H -3.624 2.626 2.909
H -1.848 3.149 2.794
H -3.325 0.760 1.537
H -0.319 1.238 1.088
H 0.547 1.328 -1.087
H 2.656 0.738 -2.215
H 3.418 -1.608 -2.269
H 2.050 -3.368 -1.206
H -0.060 -2.773 -0.068
*
```

Output
Relative energy (zero: lowest compared OMol25 entry of this formula, charge and spin)   38.5 kcal per mole
Largest force on an atom   6.2 eV/Å
Highest occupied orbital energy   -8.5 eV
SMILES   C=C/C=N/c1ccccc1
Electronic energy   -403.0214 Eh
LUMO   -0.3 eV

---

Entry 3:
# C9H9N2

A gas-phase ion, C9H9N2 (charge +1) at a distorted geometry (ωB97M-V/def2-TZVPD, the OMol25 dataset).

Geometry as ORCA input:
```
! wB97M-V def2-TZVPD RIJCOSX def2/J DEFGRID3
* xyz 1 1
H 0.369 3.309 -0.767
N 0.637 2.752 0.018
C 0.449 1.540 0.171
C 0.920 0.828 1.392
C 1.180 -0.485 1.429
C 0.646 -1.283 0.241
C 0.830 -0.482 -1.033
C -0.108 0.731 -1.061
N -1.446 0.557 -0.898
C -2.392 0.415 -0.234
C -3.623 0.036 0.088
C -4.691 -0.023 0.679
H 1.110 1.433 2.144
H 1.536 -0.890 2.285
H 1.227 -2.192 0.282
H -0.377 -1.555 0.344
H 1.914 -0.159 -1.170
H 0.533 -1.017 -1.878
H -0.138 1.474 -2.007
H -5.538 -0.400 1.181
*
```

Output
Relative energy (zero: lowest compared OMol25 entry of this formula, charge and spin)   164.9 kcal per mole
Largest force on an atom   5.1 eV/Å
Highest occupied orbital energy (spin up / spin down)   -13.1 / -13.1 eV
SMILES   [H]/N=C1/C=CCC[C@H]1[N+]#CC#C
Electronic energy   -457.3976 Eh
LUMO (spin up / spin down)   -5.7 / -5.7 eV

---

Entry 4:
# C9H9N2O

A gas-phase ion, C9H9N2O (charge +1) at a distorted geometry (ωB97M-V/def2-TZVPD, the OMol25 dataset).

Geometry as ORCA input:
```
! wB97M-V def2-TZVPD RIJCOSX def2/J DEFGRID3
* xyz 1 3
C 2.408 0.128 -0.110
C 2.053 1.536 -0.103
C 1.416 -0.818 -0.068
C 0.732 1.917 -0.093
C 0.031 -0.408 -0.097
C -0.260 0.993 -0.144
C -2.534 0.054 -0.011
C -2.169 2.339 0.238
C -0.986 -2.588 -0.012
N -0.910 -1.228 0.254
N -1.636 1.147 -0.050
O -3.603 -0.304 -0.238
H 3.332 -0.314 -0.011
H 2.691 2.393 0.019
H 1.770 -1.865 0.148
H 0.403 2.907 0.015
H -3.136 2.510 -0.033
H -1.564 3.194 0.537
H -1.746 -2.899 -0.838
H -0.098 -2.990 -0.608
H -1.043 -3.253 0.815
*
```

Output
Relative energy (zero: lowest compared OMol25 entry of this formula, charge and spin)   0.0 kcal per mole
Largest force on an atom   4.9 eV/Å
Highest occupied orbital energy (spin up / spin down)   -11.8 / -14.0 eV
Expectation value of S²   2.05
Electronic energy   -532.6799 Eh
LUMO (spin up / spin down)   -3.9 / -6.5 eV

---

Entry 5:
# C9H9N2O3S

2 unconnected molecules or ions with the total composition C9H9N2O3S at a distorted geometry (ωB97M-V/def2-TZVPD, the OMol25 dataset).

Geometry as ORCA input:
```
! wB97M-V def2-TZVPD RIJCOSX def2/J DEFGRID3
* xyz 1 1
C 0.412 -3.600 1.055
C 0.442 -2.821 -0.037
C 0.044 -3.147 2.302
C -0.003 -1.560 0.017
C -0.414 -1.897 2.401
C -0.122 3.952 0.098
C -0.471 -1.062 1.264
C 0.260 2.794 0.730
C 0.473 1.161 -2.802
N -0.180 4.206 -1.226
N 0.230 2.032 -1.675
O 0.495 1.906 1.462
O -1.727 0.918 0.194
O -0.062 3.234 -2.058
S -1.340 0.473 1.458
H 0.839 -4.645 0.907
H 0.822 -3.136 -0.927
H 0.029 -3.691 3.157
H -0.030 -1.093 -1.016
H -0.884 -1.426 3.215
H -0.261 4.814 0.642
H 0.570 1.678 -3.832
H 1.284 0.402 -2.581
H -0.405 0.508 -2.749
*
```

Output
Relative energy (zero: lowest compared OMol25 entry of this formula, charge and spin)   146.1 kcal per mole
Largest force on an atom   4.6 eV/Å
Highest occupied orbital energy (spin up / spin down)   -11.8 / -12.6 eV
Electronic energy   -1081.2077 Eh
LUMO (spin up / spin down)   -6.3 / -6.0 eV

---

Entry 6:
# C9H9N3O

2 unconnected molecules or ions with the total composition C9H9N3O at a distorted geometry (ωB97M-V/def2-TZVPD, the OMol25 dataset).

Geometry as ORCA input:
```
! wB97M-V def2-TZVPD RIJCOSX def2/J DEFGRID3
* xyz 0 1
C 2.872 1.334 -0.036
C 2.193 1.183 -1.262
C 2.592 0.362 0.918
C 1.209 0.221 -1.435
C 1.643 -0.624 0.712
C -3.029 1.387 0.705
C -3.942 0.545 0.133
C 0.873 -0.718 -0.443
C -1.943 -0.139 -0.246
N -1.769 0.915 0.469
N -0.194 -2.605 0.180
N -0.141 -1.631 -0.708
O -3.229 -0.461 -0.499
H 3.665 1.982 0.291
H 2.364 1.886 -2.046
H 3.144 0.312 1.825
H 0.679 0.206 -2.354
H 1.568 -1.182 1.532
H -3.100 2.218 1.267
H -5.040 0.548 -0.077
H 0.508 -2.492 0.880
H -0.921 -3.250 0.195
*
```

Output
Relative energy (zero: lowest compared OMol25 entry of this formula, charge and spin)   124.1 kcal per mole
Largest force on an atom   4.2 eV/Å
Highest occupied orbital energy (spin up / spin down)   -8.8 / -7.6 eV
Electronic energy   -587.6646 Eh
LUMO (spin up / spin down)   -0.4 / -0.4 eV

---

Entry 7:
# C9H9N3O2

2 unconnected molecules or ions with the total composition C9H9N3O2 at a distorted geometry (ωB97M-V/def2-TZVPD, the OMol25 dataset).

Geometry as ORCA input:
```
! wB97M-V def2-TZVPD RIJCOSX def2/J DEFGRID3
* xyz 0 1
O 1.636 -1.317 2.198
C 1.562 -0.565 1.246
C 1.908 0.839 1.124
C 2.307 1.369 -0.067
N 2.201 0.797 -1.359
C 1.618 -0.455 -1.287
O 1.329 -1.181 -2.300
N 1.136 -0.831 -0.026
H 1.699 1.578 2.061
H 2.700 2.385 -0.215
H 2.600 1.045 -2.460
H 1.024 -1.829 -0.114
C -2.178 -1.229 0.610
C -2.064 -0.979 -0.772
C -1.808 0.261 -1.271
N -1.389 1.277 -0.503
C -1.600 1.061 0.857
C -1.854 -0.187 1.451
H -2.554 -2.160 0.793
H -2.308 -1.692 -1.540
H -2.170 0.336 -2.446
H -1.365 1.896 1.628
H -2.431 -0.419 2.392
*
```

Output
Relative energy (zero: lowest compared OMol25 entry of this formula, charge and spin)   103.8 kcal per mole
Largest force on an atom   5.1 eV/Å
Highest occupied orbital energy   -9.4 eV
SMILES   O=c1cc[nH]c(=O)[nH]1.c1ccncc1
Electronic energy   -663.0038 Eh
LUMO   0.4 eV

---

Entry 8:
# C9H9N3O2

2 unconnected molecules or ions with the total composition C9H9N3O2 at a distorted geometry (ωB97M-V/def2-TZVPD, the OMol25 dataset).

Geometry as ORCA input:
```
! wB97M-V def2-TZVPD RIJCOSX def2/J DEFGRID3
* xyz 0 1
O -2.374 -2.245 -0.268
C -1.503 -1.499 0.329
C -2.028 -0.648 1.309
C -1.241 -0.141 2.272
N 0.028 -0.600 2.479
C 0.845 -1.034 1.416
O 1.992 -1.338 1.476
N 0.014 -1.279 0.226
H -3.088 -0.574 1.303
H -1.670 0.270 3.262
H 0.558 0.000 3.175
H 0.168 -2.080 -0.417
C 0.978 0.517 -2.636
C 1.970 0.775 -1.580
C 1.683 1.281 -0.351
N 0.388 1.948 -0.191
C -0.481 1.622 -1.038
C -0.327 0.961 -2.216
H 1.567 0.262 -3.687
H 2.884 0.178 -1.513
H 2.404 1.153 0.455
H -1.517 1.869 -0.789
H -1.250 0.602 -3.016
*
```

Output
Relative energy (zero: lowest compared OMol25 entry of this formula, charge and spin)   114.6 kcal per mole
Largest force on an atom   7.7 eV/Å
Highest occupied orbital energy   -9.5 eV
SMILES   O=c1cc[nH]c(=O)[nH]1.c1ccncc1
Electronic energy   -662.9866 Eh
LUMO   0.1 eV

---

Entry 9:
# C9H9N3O2

2 unconnected molecules or ions with the total composition C9H9N3O2 at a distorted geometry (ωB97M-V/def2-TZVPD, the OMol25 dataset).

Geometry as ORCA input:
```
! wB97M-V def2-TZVPD RIJCOSX def2/J DEFGRID3
* xyz 0 1
O 4.481 -1.739 -0.550
C 3.859 -0.765 -0.044
C 4.264 0.700 0.085
C 3.266 1.549 -0.146
N 1.951 1.174 -0.071
C 1.548 -0.152 -0.047
O 0.350 -0.460 -0.108
N 2.454 -1.059 0.259
H 5.381 0.914 0.180
H 3.550 2.562 -0.087
H 1.132 1.711 -0.087
H 2.059 -2.041 -0.303
C -2.135 -0.656 0.601
C -3.180 -1.511 0.213
C -4.293 -0.910 -0.364
N -4.446 0.392 -0.615
C -3.450 1.158 -0.221
C -2.282 0.692 0.395
H -1.202 -1.046 1.006
H -3.125 -2.605 0.297
H -5.133 -1.534 -0.676
H -3.550 2.219 -0.423
H -1.498 1.409 0.706
*
```

Output
Relative energy (zero: lowest compared OMol25 entry of this formula, charge and spin)   62.2 kcal per mole
Largest force on an atom   5.4 eV/Å
Highest occupied orbital energy   -9.3 eV
SMILES   O=c1cc[nH]c(=O)[nH]1.c1ccncc1
Electronic energy   -663.0702 Eh
LUMO   0.1 eV

---

Entry 10:
# C9H9N3O3

2 unconnected molecules or ions with the total composition C9H9N3O3 at a distorted geometry (ωB97M-V/def2-TZVPD, the OMol25 dataset).

Geometry as ORCA input:
```
! wB97M-V def2-TZVPD RIJCOSX def2/J DEFGRID3
* xyz -2 1
C 2.723 -0.190 -0.964
C 1.802 -1.171 -1.159
C 2.526 0.794 0.045
C 0.560 -1.080 -0.555
C 1.350 0.809 0.660
C 0.341 -0.156 0.425
C -3.238 -0.791 -0.536
C -0.929 -0.221 1.206
C -2.230 0.249 -0.867
N -1.183 0.619 2.153
N -3.312 1.946 0.327
N -2.451 1.569 -0.589
O -4.368 -0.454 -0.155
O -1.667 2.379 -1.194
O -2.748 -1.946 -0.677
H 3.632 -0.234 -1.607
H 2.032 -1.925 -1.951
H 3.344 1.500 0.214
H -0.281 -1.645 -0.759
H 1.063 1.595 1.453
H -1.473 -1.263 1.176
H -1.522 0.099 -1.568
H -1.987 0.330 2.788
H -3.831 1.013 0.554
*
```

Output
Largest force on an atom   5.0 eV/Å
Highest occupied orbital energy (spin up / spin down)   0.7 / 0.7 eV
Electronic energy   -738.1906 Eh
LUMO (spin up / spin down)   5.6 / 5.6 eV

---

Entry 11:
# C9H9NO2

A molecular structure, C9H9NO2 at a distorted geometry (ωB97M-V/def2-TZVPD, the OMol25 dataset).

Geometry as ORCA input:
```
! wB97M-V def2-TZVPD RIJCOSX def2/J DEFGRID3
* xyz 0 1
C -0.906 -1.469 0.341
C 0.379 -0.797 -0.100
C 1.618 -1.419 -0.276
C 2.777 -0.597 -0.199
C 2.782 0.814 -0.314
C 1.497 1.417 -0.100
C 0.330 0.668 -0.044
C -0.955 1.505 0.380
C -2.218 0.760 -0.045
H -3.793 -0.347 -0.807
H -1.003 -1.597 1.397
H -0.833 -2.399 -0.108
H 1.725 -2.541 -0.210
H 3.712 -1.262 -0.333
H 3.710 1.416 -0.301
H 1.399 2.481 0.046
H -0.759 1.477 1.678
H -0.940 2.462 -0.158
N -2.020 -0.621 -0.117
O -3.236 -1.266 -0.234
O -3.267 1.317 -0.495
*
```

Output
Relative energy (zero: lowest compared OMol25 entry of this formula, charge and spin)   99.6 kcal per mole
Largest force on an atom   4.4 eV/Å
Highest occupied orbital energy   -8.9 eV
Electronic energy   -553.4572 Eh
LUMO   0.7 eV

---

Entry 12:
# C9H9NO4OsSSe2Te2

A molecular structure, C9H9NO4OsSSe2Te2 (ωB97M-V/def2-TZVPD, the OMol25 dataset).

Geometry as ORCA input:
```
! wB97M-V def2-TZVPD RIJCOSX def2/J DEFGRID3
* xyz 0 1
Os -0.623 1.929 -1.286
C -1.536 -3.902 0.756
C -0.665 -2.679 0.735
C 0.466 -2.615 -0.076
C 1.267 -1.483 -0.090
C 0.916 -0.403 0.705
C -0.196 -0.445 1.532
C -0.973 -1.588 1.548
S 1.873 1.065 0.606
O 3.226 0.729 0.271
O 1.605 1.900 1.740
N 1.229 1.823 -0.757
C 1.945 3.098 -1.013
C 0.964 4.272 -0.949
O 1.324 5.415 -0.919
O -0.306 3.885 -0.972
H -1.291 -4.579 -0.061
H -2.589 -3.626 0.670
H -1.415 -4.445 1.694
H 0.724 -3.460 -0.701
H 2.150 -1.429 -0.712
H -0.434 0.411 2.151
H -1.841 -1.636 2.194
H 2.373 3.074 -2.017
H 2.763 3.248 -0.311
Se -2.543 2.235 -0.086
Te -4.108 0.269 -0.021
Te -3.282 -1.064 -2.163
Se -1.023 0.001 -2.466
*
```

Output
Relative energy (zero: lowest compared OMol25 entry of this formula, charge and spin)   0.0 kcal per mole
Largest force on an atom   0.5 eV/Å
Highest occupied orbital energy (spin up / spin down)   -8.5 / -8.5 eV
Electronic energy   -6531.8427 Eh
LUMO (spin up / spin down)   -2.4 / -2.8 eV

---

Question: What is the formula in the sixth record?
Answer: C9H9N3O

---

Question: What is the formula in the twelfth record?
Answer: C9H9NO4OsSSe2Te2

---

Question: Which formula does entry 2 have?
Answer: C9H9N

---

Question: Which value of electronic energy does entry 8 give?
Answer: -662.9866 Eh